A molecular structure, C19H21AlClN7O5S2, computed with ωB97M-V/def2-TZVPD.

Last column: natural (NBO) charge in e.
Positions of all 56 atoms, in Å:
Al (-0.77, -1.66, 0.53)  1.82
C (1.71, 1.80, 0.56)  -0.69
C (0.78, 0.72, 1.01)  0.40
N (0.31, -0.13, 0.17)  -0.52
N (0.80, -0.06, -1.16)  -0.41
C (1.13, -1.24, -1.56)  -0.06
S (1.03, -2.72, -0.65)  -0.27
S (1.81, -1.43, -3.16)  0.32
C (1.98, 0.28, -3.68)  -0.59
C (3.05, 1.11, -2.98)  0.08
C (4.09, 0.56, -2.25)  -0.26
C (5.03, 1.37, -1.63)  -0.20
C (4.94, 2.75, -1.73)  -0.23
C (3.90, 3.31, -2.47)  -0.20
C (2.97, 2.50, -3.08)  -0.25
C (0.42, 0.58, 2.43)  -0.16
C (0.50, 1.69, 3.28)  -0.15
C (0.23, 1.59, 4.63)  -0.27
C (-0.09, 0.34, 5.16)  -0.18
C (-0.18, -0.77, 4.35)  -0.24
C (0.02, -0.67, 2.96)  0.36
O (-0.15, -1.77, 2.23)  -0.89
H (2.51, 1.36, -0.04)  0.27
H (2.14, 2.34, 1.39)  0.23
H (1.18, 2.48, -0.11)  0.25
H (1.02, 0.78, -3.56)  0.24
H (2.19, 0.23, -4.75)  0.24
H (4.17, -0.52, -2.16)  0.23
H (5.83, 0.92, -1.07)  0.21
H (5.67, 3.38, -1.24)  0.21
H (3.81, 4.39, -2.55)  0.21
H (2.15, 2.94, -3.64)  0.21
H (0.75, 2.65, 2.86)  0.21
H (0.27, 2.47, 5.26)  0.22
H (-0.27, 0.24, 6.22)  0.21
H (-0.41, -1.74, 4.75)  0.21
N (-2.39, -2.83, 1.52)  -0.67
N (-3.63, -2.17, 1.52)  -0.42
C (-3.67, -0.90, 1.02)  0.65
N (-4.89, -0.44, 0.71)  -0.78
N (-2.52, -0.25, 0.99)  -0.51
N (-2.60, 1.06, 0.46)  0.64
O (-1.89, 1.88, 0.98)  -0.33
O (-3.36, 1.28, -0.47)  -0.43
H (-2.50, -3.66, 0.94)  0.43
H (-2.12, -3.06, 2.47)  0.40
H (-4.40, -2.76, 1.26)  0.40
H (-5.64, -1.10, 0.66)  0.41
H (-4.93, 0.39, 0.13)  0.44
Cl (-4.06, -3.28, -3.85)  -0.04
C (-2.87, -2.33, -2.95)  -0.49
C (-2.74, -2.70, -1.48)  0.81
O (-3.44, -3.53, -0.92)  -0.68
O (-1.82, -2.00, -0.92)  -0.88
H (-3.16, -1.28, -3.00)  0.24
H (-1.89, -2.43, -3.42)  0.25

Computed properties:
Electronic energy: -2995.2279 hartree
HOMO level: -8.21 eV
HOMO-LUMO gap: 7.83 eV
Maximum force: 1.0 eV/A
Relative energy (zero: lowest compared OMol25 entry of this formula, charge and spin): 11.92 kcal/mol
LUMO: -0.01377 Ha

---

A molecular structure, C19H21AuNO8S2 at a distorted geometry, computed with ωB97M-V/def2-TZVPD.

Last column: natural (NBO) charge in e.
Positions of all 52 atoms, in Å:
Au (0.96, -0.42, 0.79)  1.38
O (2.06, -5.08, 0.53)  -0.69
C (1.44, -3.92, 0.28)  0.77
O (1.82, -3.14, -0.55)  -0.55
C (0.18, -3.75, 1.07)  0.07
C (-0.42, -4.79, 1.76)  -0.20
C (-1.59, -4.53, 2.46)  -0.18
C (-2.11, -3.25, 2.46)  -0.19
C (-1.44, -2.27, 1.75)  0.11
N (-0.33, -2.52, 1.08)  -0.44
C (-1.92, -0.82, 1.74)  0.75
O (-3.08, -0.62, 2.10)  -0.64
O (-1.08, 0.07, 1.35)  -0.72
H (2.89, -5.07, 0.04)  0.50
H (0.01, -5.78, 1.72)  0.23
H (-2.09, -5.33, 3.01)  0.22
H (-3.01, -2.98, 2.99)  0.25
O (3.05, -0.31, 0.45)  -0.92
S (3.57, -0.25, 1.86)  2.23
O (3.56, 1.08, 2.41)  -0.96
O (4.80, -0.99, 2.00)  -0.95
S (2.03, -1.30, 2.81)  -0.47
C (2.01, 3.53, 0.34)  -0.60
C (0.50, 3.60, 0.62)  -0.23
C (0.18, 2.92, 1.96)  -0.59
C (-0.40, 3.08, -0.48)  -0.05
C (-1.47, 3.86, -0.87)  -0.21
C (-2.36, 3.45, -1.85)  -0.23
C (-2.14, 2.25, -2.51)  -0.22
C (-1.09, 1.41, -2.16)  -0.07
C (-0.93, 0.14, -2.99)  -0.23
C (-1.33, -1.11, -2.20)  -0.60
C (0.47, -0.03, -3.59)  -0.60
C (-0.20, 1.79, -1.10)  0.40
O (0.83, 1.07, -0.75)  -0.78
H (2.54, 4.07, 1.12)  0.20
H (2.24, 3.99, -0.63)  0.19
H (2.37, 2.51, 0.34)  0.24
H (0.25, 4.66, 0.73)  0.18
H (0.32, 1.84, 1.88)  0.21
H (-0.86, 3.10, 2.25)  0.20
H (0.85, 3.29, 2.74)  0.20
H (-1.62, 4.82, -0.39)  0.20
H (-3.20, 4.08, -2.14)  0.20
H (-2.80, 1.96, -3.32)  0.19
H (-1.63, 0.24, -3.82)  0.19
H (-0.58, -1.34, -1.46)  0.21
H (-1.40, -1.98, -2.87)  0.19
H (-2.29, -0.97, -1.70)  0.21
H (1.20, -0.21, -2.81)  0.23
H (0.77, 0.87, -4.14)  0.20
H (0.48, -0.88, -4.28)  0.19

Computed properties:
Electronic energy: -2325.4493 hartree
HOMO level (spin up / spin down): -4.78 / -4.83 eV
HOMO-LUMO gap (spin up / spin down): 5.35 / 5.45 eV
Net charge: -1
Maximum force: 2.0 eV/A
Relative energy (zero: lowest compared OMol25 entry of this formula, charge and spin): 3.45 kcal/mol
LUMO (spin up / spin down): 0.02106 / 0.02274 Ha

---

2 unconnected molecules or ions with the total composition C19H21BBrClN2O3S at a distorted geometry, computed with ωB97M-V/def2-TZVPD.

Last column: natural (NBO) charge in e.
Positions of all 49 atoms, in Å:
C (4.04, -1.09, 2.59)  -0.64
C (3.76, -2.57, 2.30)  -0.15
Cl (5.37, -3.36, 1.99)  -0.09
C (2.76, -2.85, 1.12)  -0.47
C (2.12, -1.56, 0.65)  -0.13
C (2.57, -0.90, -0.49)  0.03
Br (4.04, -1.54, -1.54)  0.04
C (1.99, 0.27, -0.91)  -0.26
C (0.93, 0.82, -0.20)  -0.23
C (0.46, 0.19, 0.94)  0.12
C (1.06, -0.98, 1.33)  -0.10
S (0.39, -1.78, 2.78)  0.25
C (-1.34, -1.33, 2.59)  -0.21
C (-2.30, -2.23, 2.99)  -0.18
C (-3.65, -1.94, 2.84)  -0.27
C (-3.98, -0.71, 2.30)  0.33
O (-5.32, -0.42, 2.18)  -0.70
C (-3.01, 0.21, 1.91)  -0.44
B (-3.52, 1.59, 1.35)  1.09
O (-4.50, 1.62, 0.38)  -0.89
O (-2.98, 2.79, 1.77)  -0.88
C (-1.65, -0.10, 2.03)  0.18
N (-0.63, 0.80, 1.64)  -0.59
H (4.83, -1.05, 3.35)  0.23
H (4.41, -0.54, 1.72)  0.22
H (3.15, -0.64, 3.05)  0.22
H (3.36, -3.03, 3.21)  0.21
H (2.01, -3.58, 1.42)  0.24
H (3.38, -3.26, 0.31)  0.25
H (2.36, 0.76, -1.80)  0.24
H (0.52, 1.76, -0.56)  0.23
H (-2.03, -3.18, 3.44)  0.23
H (-4.43, -2.63, 3.14)  0.23
H (-5.52, -0.23, 1.25)  0.50
H (-4.89, 2.50, 0.38)  0.50
H (-2.19, 2.58, 2.29)  0.50
H (-0.97, 1.52, 1.01)  0.38
C (-1.14, 1.21, -4.29)  -0.61
C (-0.53, 2.29, -5.17)  -0.38
C (1.00, 2.38, -5.04)  -0.51
C (1.37, 2.70, -3.65)  0.31
N (1.65, 2.95, -2.56)  -0.36
H (-0.97, 1.41, -3.23)  0.21
H (-2.22, 1.16, -4.44)  0.22
H (-0.72, 0.23, -4.52)  0.21
H (-0.97, 3.25, -4.92)  0.21
H (-0.78, 2.08, -6.22)  0.21
H (1.39, 3.15, -5.69)  0.25
H (1.46, 1.43, -5.31)  0.25

Computed properties:
SMILES: C[C@H](Cl)Cc1c(Br)ccc2c1Sc1ccc(O)c(B(O)O)c1N2.CCCC#N
Electronic energy: -4529.2298 hartree
HOMO level: -7.94 eV
HOMO-LUMO gap: 8.25 eV
Maximum force: 1.8 eV/A
LUMO: 0.01117 Ha

---

A molecular structure, C19H21BN2O2Ti at a distorted geometry, computed with ωB97M-V/def2-TZVPD.

Last column: natural (NBO) charge in e.
Positions of all 46 atoms, in Å:
C (-2.48, -0.80, 0.61)  -1.01
C (-2.14, 0.64, -1.29)  -0.91
H (-2.31, -1.81, 0.04)  0.30
H (-3.58, -0.43, 0.41)  0.30
H (-2.14, -0.58, 1.73)  0.26
H (-1.89, -0.22, -2.08)  0.29
H (-3.27, 0.78, -1.16)  0.26
H (-1.54, 1.67, -1.24)  0.20
C (-0.07, -2.71, 0.47)  0.09
C (0.84, -3.73, 0.42)  -0.22
C (2.05, -3.57, -0.28)  -0.07
C (2.30, -2.33, -0.88)  -0.19
H (-1.02, -2.79, 1.01)  0.25
H (0.61, -4.67, 0.92)  0.27
H (2.77, -4.37, -0.35)  0.27
H (3.23, -2.16, -1.41)  0.25
N (0.14, -1.53, -0.19)  -0.55
C (1.35, -1.30, -0.82)  0.20
C (1.57, 0.02, -1.39)  0.15
N (0.60, 0.97, -1.17)  -0.53
C (0.71, 2.20, -1.74)  0.09
C (2.81, 1.62, -2.74)  -0.09
C (1.78, 2.54, -2.52)  -0.21
H (-0.13, 2.89, -1.54)  0.22
H (1.82, 3.54, -2.98)  0.27
C (2.71, 0.36, -2.14)  -0.17
H (3.49, -0.39, -2.27)  0.24
H (3.68, 1.86, -3.35)  0.26
Ti (-0.95, 0.10, 0.11)  1.53
C (-1.17, 2.78, 1.47)  -1.02
H (-0.96, 2.55, 0.40)  0.22
H (-0.46, 3.58, 1.73)  0.32
H (-2.18, 3.20, 1.55)  0.30
O (-0.32, 0.44, 2.11)  -0.73
B (-0.98, 1.68, 2.50)  1.14
O (-1.17, 1.66, 3.87)  -0.61
C (-0.56, 0.52, 4.39)  0.23
C (-0.30, 0.24, 5.67)  -0.22
C (0.70, -0.71, 5.97)  -0.14
C (1.38, -1.37, 4.90)  -0.19
C (1.02, -1.12, 3.58)  -0.27
C (0.03, -0.21, 3.32)  0.25
H (-0.85, 0.78, 6.48)  0.26
H (0.95, -0.93, 6.99)  0.25
H (2.17, -2.07, 5.16)  0.25
H (1.55, -1.63, 2.74)  0.22

Computed properties:
Electronic energy: -1870.3522 hartree
HOMO level: -14.77 eV
HOMO-LUMO gap: 6.98 eV
Net charge: +2
Maximum force: 4.7 eV/A
LUMO: -0.28624 Ha

---

Please write out number 3 again, unchanged.
2 unconnected molecules or ions with the total composition C19H21BBrClN2O3S at a distorted geometry, computed with ωB97M-V/def2-TZVPD.

Last column: natural (NBO) charge in e.
Positions of all 49 atoms, in Å:
C (4.04, -1.09, 2.59)  -0.64
C (3.76, -2.57, 2.30)  -0.15
Cl (5.37, -3.36, 1.99)  -0.09
C (2.76, -2.85, 1.12)  -0.47
C (2.12, -1.56, 0.65)  -0.13
C (2.57, -0.90, -0.49)  0.03
Br (4.04, -1.54, -1.54)  0.04
C (1.99, 0.27, -0.91)  -0.26
C (0.93, 0.82, -0.20)  -0.23
C (0.46, 0.19, 0.94)  0.12
C (1.06, -0.98, 1.33)  -0.10
S (0.39, -1.78, 2.78)  0.25
C (-1.34, -1.33, 2.59)  -0.21
C (-2.30, -2.23, 2.99)  -0.18
C (-3.65, -1.94, 2.84)  -0.27
C (-3.98, -0.71, 2.30)  0.33
O (-5.32, -0.42, 2.18)  -0.70
C (-3.01, 0.21, 1.91)  -0.44
B (-3.52, 1.59, 1.35)  1.09
O (-4.50, 1.62, 0.38)  -0.89
O (-2.98, 2.79, 1.77)  -0.88
C (-1.65, -0.10, 2.03)  0.18
N (-0.63, 0.80, 1.64)  -0.59
H (4.83, -1.05, 3.35)  0.23
H (4.41, -0.54, 1.72)  0.22
H (3.15, -0.64, 3.05)  0.22
H (3.36, -3.03, 3.21)  0.21
H (2.01, -3.58, 1.42)  0.24
H (3.38, -3.26, 0.31)  0.25
H (2.36, 0.76, -1.80)  0.24
H (0.52, 1.76, -0.56)  0.23
H (-2.03, -3.18, 3.44)  0.23
H (-4.43, -2.63, 3.14)  0.23
H (-5.52, -0.23, 1.25)  0.50
H (-4.89, 2.50, 0.38)  0.50
H (-2.19, 2.58, 2.29)  0.50
H (-0.97, 1.52, 1.01)  0.38
C (-1.14, 1.21, -4.29)  -0.61
C (-0.53, 2.29, -5.17)  -0.38
C (1.00, 2.38, -5.04)  -0.51
C (1.37, 2.70, -3.65)  0.31
N (1.65, 2.95, -2.56)  -0.36
H (-0.97, 1.41, -3.23)  0.21
H (-2.22, 1.16, -4.44)  0.22
H (-0.72, 0.23, -4.52)  0.21
H (-0.97, 3.25, -4.92)  0.21
H (-0.78, 2.08, -6.22)  0.21
H (1.39, 3.15, -5.69)  0.25
H (1.46, 1.43, -5.31)  0.25

Computed properties:
SMILES: C[C@H](Cl)Cc1c(Br)ccc2c1Sc1ccc(O)c(B(O)O)c1N2.CCCC#N
Electronic energy: -4529.2298 hartree
HOMO level: -7.94 eV
HOMO-LUMO gap: 8.25 eV
Maximum force: 1.8 eV/A
LUMO: 0.01117 Ha

---

Among the records above, which one has the lowest maximum force? C19H21AlClN7O5S2

---

Which value of electronic energy does entry 4 give? -1870.3522 hartree